1.
{"formula": "C4H10O2", "method": "ωB97M-V with the def2-TZVPD basis set", "lumo_energy_ev": -0.31, "gap_ev": 9.220, "relative_energy_kcal_mol": 117.23, "e_homo_ev": -9.53, "elements": ["C", "C", "C", "C", "H", "H", "H", "H", "H", "H", "H", "H", "O", "H", "H", "O"], "positions_angstrom": [[-0.328, -0.794, 1.933], [0.375, -0.744, 0.774], [-0.290, -1.111, -0.450], [-0.012, -1.089, -1.773], [-1.364, -1.068, 1.859], [0.217, -0.463, 2.803], [1.932, -1.294, 0.835], [-1.333, -1.183, -0.124], [-0.663, -1.431, -2.577], [0.992, -0.751, -1.996], [0.993, 1.102, 0.736], [0.960, 2.447, 0.299], [1.391, 1.972, 1.019], [-0.332, 1.001, -1.090], [-1.715, 1.569, -1.249], [-0.824, 1.836, -0.996]]}



2.
{"formula": "C41H50N2O20", "method": "ωB97M-V with the def2-TZVPD basis set", "smiles": "CC(C)=Nc1ccc2c(c1N)C(=O)c1ccccc1C2=O.C[C@@H]1COC(=O)O1.C[C@@H]1COC(=O)O1.C[C@@H]1COC(=O)O1.C[C@@H]1COC(=O)O1.C[C@@H]1COC(=O)O1.C[C@@H]1COC(=O)O1", "lumo_energy_ev": -0.79, "gap_ev": 7.282, "relative_energy_kcal_mol": 158.77, "e_homo_ev": -8.07, "elements": ["C", "C", "C", "N", "C", "C", "C", "C", "C", "C", "N", "C", "O", "C", "C", "C", "C", "C", "C", "C", "O", "H", "H", "H", "H", "H", "H", "H", "H", "H", "H", "H", "H", "H", "H", "C", "C", "C", "O", "C", "O", "O", "H", "H", "H", "H", "H", "H", "C", "C", "C", "O", "C", "O", "O", "H", "H", "H", "H", "H", "H", "C", "C", "C", "O", "C", "O", "O", "H", "H", "H", "H", "H", "H", "C", "C", "C", "O", "C", "O", "O", "H", "H", "H", "H", "H", "H", "C", "C", "C", "O", "C", "O", "O", "H", "H", "H", "H", "H", "H", "C", "C", "C", "O", "C", "O", "O", "H", "H", "H", "H", "H", "H"], "positions_angstrom": [[0.992, 6.201, -3.566], [0.052, 4.880, -3.478], [0.846, 3.475, -3.483], [-1.264, 5.011, -3.444], [-1.875, 4.192, -2.394], [-2.603, 2.822, -2.636], [-3.232, 1.953, -1.518], [-3.161, 2.444, -0.052], [-2.442, 3.822, 0.226], [-1.833, 4.684, -0.902], [-1.184, 5.998, -0.657], [-2.393, 4.241, 1.783], [-2.612, 5.416, 2.187], [-2.087, 3.010, 2.783], [-1.118, 3.089, 3.985], [-0.807, 1.886, 4.911], [-1.559, 0.541, 4.606], [-2.556, 0.382, 3.405], [-2.786, 1.626, 2.500], [-3.742, 1.610, 1.200], [-4.851, 1.013, 1.165], [2.096, 5.863, -3.646], [0.744, 6.824, -4.488], [0.892, 6.750, -2.572], [0.281, 2.661, -4.046], [1.157, 3.183, -2.410], [1.839, 3.645, -4.053], [-2.622, 2.456, -3.714], [-3.755, 0.956, -1.713], [-0.912, 6.044, 0.347], [-1.976, 6.675, -0.719], [-0.563, 4.076, 4.202], [-0.075, 1.938, 5.787], [-1.312, -0.332, 5.316], [-3.085, -0.604, 3.204], [-5.324, -2.373, 1.672], [-4.895, -3.043, 0.386], [-6.030, -3.326, -0.552], [-5.557, -4.459, -1.272], [-4.693, -5.111, -0.444], [-4.267, -6.214, -0.643], [-4.381, -4.349, 0.640], [-4.457, -2.196, 2.314], [-5.813, -1.416, 1.477], [-6.006, -3.011, 2.240], [-4.107, -2.457, -0.101], [-6.230, -2.493, -1.228], [-6.960, -3.601, -0.043], [0.332, -3.728, 1.313], [0.036, -3.973, 2.776], [-1.337, -4.518, 3.028], [-1.617, -4.044, 4.341], [-0.900, -2.900, 4.501], [-1.052, -2.125, 5.407], [0.010, -2.743, 3.502], [1.342, -3.328, 1.192], [0.250, -4.650, 0.733], [-0.351, -2.984, 0.893], [0.811, -4.610, 3.217], [-1.365, -5.609, 2.995], [-2.098, -4.123, 2.347], [-3.404, -8.713, -2.172], [-2.062, -9.404, -2.283], [-2.151, -10.813, -2.791], [-1.009, -11.424, -2.202], [-0.752, -10.739, -1.052], [0.007, -11.104, -0.201], [-1.476, -9.585, -0.996], [-3.276, -7.696, -1.794], [-3.906, -8.665, -3.141], [-4.054, -9.230, -1.460], [-1.375, -8.801, -2.887], [-2.100, -10.866, -3.881], [-3.045, -11.345, -2.450], [5.613, 4.123, -8.183], [4.450, 4.334, -7.237], [3.861, 5.712, -7.306], [3.335, 5.884, -5.996], [4.088, 5.107, -5.169], [4.059, 5.165, -3.971], [4.880, 4.258, -5.880], [6.001, 3.107, -8.085], [5.313, 4.284, -9.221], [6.440, 4.798, -7.945], [3.689, 3.563, -7.396], [3.071, 5.790, -8.055], [4.603, 6.496, -7.488], [5.325, 5.778, -0.397], [3.818, 5.731, -0.271], [3.326, 5.892, 1.138], [2.094, 5.181, 1.115], [2.214, 4.229, 0.148], [1.450, 3.320, -0.008], [3.320, 4.442, -0.618], [5.621, 5.652, -1.441], [5.724, 6.727, -0.033], [5.791, 4.960, 0.161], [3.359, 6.465, -0.943], [3.166, 6.937, 1.407], [3.980, 5.428, 1.885], [3.227, -1.311, 7.367], [3.642, -1.971, 6.070], [2.499, -2.223, 5.132], [2.952, -3.354, 4.395], [3.807, -4.032, 5.211], [4.214, -5.137, 4.996], [4.135, -3.288, 6.306], [4.098, -1.157, 8.009], [2.752, -0.345, 7.185], [2.535, -1.947, 7.927], [4.438, -1.392, 5.588], [2.311, -1.378, 4.467], [1.567, -2.490, 5.639]]}



Which formula does entry 1 have?
C4H10O2



Copy entry 1 word for word.
{"formula": "C4H10O2", "method": "ωB97M-V with the def2-TZVPD basis set", "lumo_energy_ev": -0.31, "gap_ev": 9.220, "relative_energy_kcal_mol": 117.23, "e_homo_ev": -9.53, "elements": ["C", "C", "C", "C", "H", "H", "H", "H", "H", "H", "H", "H", "O", "H", "H", "O"], "positions_angstrom": [[-0.328, -0.794, 1.933], [0.375, -0.744, 0.774], [-0.290, -1.111, -0.450], [-0.012, -1.089, -1.773], [-1.364, -1.068, 1.859], [0.217, -0.463, 2.803], [1.932, -1.294, 0.835], [-1.333, -1.183, -0.124], [-0.663, -1.431, -2.577], [0.992, -0.751, -1.996], [0.993, 1.102, 0.736], [0.960, 2.447, 0.299], [1.391, 1.972, 1.019], [-0.332, 1.001, -1.090], [-1.715, 1.569, -1.249], [-0.824, 1.836, -0.996]]}